# C40H46Br6N4O14

C40H46Br6N4O14 as an isolated structure (wB97M-V/def2-TZVPD, the Open Molecules 2025 dataset).

Gap between HOMO and LUMO (eV): 7.40
HOMO level (eV): -7.985
Electronic energy (eV): -497099.65038
Max |F| (hartree/bohr): 0.157

```
! wB97M-V def2-TZVPD RIJCOSX def2/J DEFGRID3
* xyz 0 1
C 7.440 -0.354 -4.710
Br 8.935 0.404 -3.722
Br 7.772 -2.122 -5.636
Br 6.549 0.977 -5.905
H 6.646 -0.603 -4.005
C 7.365 5.966 0.460
Br 6.225 6.413 -1.143
Br 9.139 6.796 0.080
Br 7.479 4.065 0.987
H 6.872 6.369 1.345
C -3.764 1.543 -9.709
C -3.102 1.796 -8.522
C -1.695 2.052 -8.624
C -0.989 1.870 -9.879
C -1.665 1.426 -10.950
C -2.993 1.299 -10.879
O -3.805 0.823 -11.867
O -1.019 2.491 -7.445
H -4.844 1.520 -9.707
H -3.642 1.893 -7.592
H 0.075 2.053 -9.898
H -1.112 1.213 -11.853
H -3.218 0.410 -12.505
H -0.980 3.427 -7.237
C -3.844 -1.419 5.623
C -2.496 -1.230 5.424
C -1.589 -1.414 6.397
C -2.041 -1.644 7.694
C -3.416 -1.677 7.930
C -4.311 -1.678 6.877
O -5.620 -1.992 7.030
O -0.368 -1.022 6.124
H -4.545 -1.322 4.808
H -2.186 -0.804 4.481
H -1.465 -1.639 8.608
H -3.686 -1.748 8.973
H -6.140 -2.021 6.224
H -0.392 -0.590 5.267
C -6.935 -4.097 -1.687
C -6.071 -3.241 -1.030
C -5.382 -2.181 -1.649
C -5.376 -2.144 -3.029
C -6.121 -3.102 -3.791
C -6.955 -3.969 -3.108
O -7.653 -4.921 -3.797
O -4.575 -1.346 -0.859
H -7.467 -4.870 -1.154
H -6.241 -3.105 0.028
H -4.600 -1.634 -3.581
H -6.062 -3.056 -4.868
H -7.905 -4.424 -4.579
H -5.116 -0.833 -0.255
C 7.582 -4.842 7.071
C 8.164 -4.086 5.998
C 7.385 -3.442 4.997
C 6.048 -3.584 5.049
C 5.457 -4.414 5.989
C 6.173 -4.983 7.023
O 5.478 -5.705 8.009
O 7.904 -2.745 3.919
H 8.095 -5.392 7.846
H 9.232 -4.189 5.881
H 5.496 -3.142 4.233
H 4.385 -4.546 6.020
H 4.616 -5.978 7.685
H 8.837 -2.938 3.805
C 0.475 -6.135 0.680
C 0.858 -6.961 1.763
C 1.803 -7.979 1.633
C 2.382 -8.068 0.414
C 2.018 -7.222 -0.734
C 1.003 -6.277 -0.533
O 0.549 -5.488 -1.569
O 2.135 -8.805 2.642
H -0.275 -5.370 0.822
H 0.332 -6.895 2.704
H 3.129 -8.841 0.313
H 2.613 -7.214 -1.635
H -0.211 -4.918 -1.435
H 2.043 -8.414 3.514
C -1.670 7.984 -0.274
C -1.255 7.505 -1.532
C -1.930 7.939 -2.678
C -3.047 8.582 -2.512
C -3.443 9.130 -1.329
C -2.827 8.731 -0.137
O -3.393 9.040 1.001
O -1.508 7.589 -3.969
H -1.175 7.626 0.617
H -0.344 6.925 -1.521
H -3.733 8.738 -3.332
H -4.300 9.781 -1.241
H -2.709 9.539 1.454
H -1.899 8.142 -4.649
C 1.699 1.454 -0.743
O 1.784 1.180 0.471
N 0.675 1.268 -1.515
N 2.660 1.822 -1.519
H -0.179 0.994 -1.051
H 0.671 1.682 -2.436
H 3.586 1.830 -1.117
H 2.423 1.955 -2.492
C -0.387 4.945 5.084
O 0.809 4.847 5.153
N -1.117 5.852 5.695
N -0.984 4.308 4.196
H -2.080 5.583 5.838
H -0.825 6.815 5.613
H -0.361 3.717 3.664
H -1.956 4.467 3.972
*
```